[1]
117
Properties=species:S:1:pos:R:3:forces:R:3:mulliken_charge:R:1 method="wB97M-V/def2-TZVPD" charge=+2 gap_ha="0.16032 / 0.15711" de_lowest_ev=3.120 total_energy_ha=-7970.963516 max_force_ha_per_bohr=0.041
Pt -0.628320 0.043776 0.154381 -1.298 0.649 -1.104 1.090
O -6.184420 0.314676 -0.097219 -0.300 0.408 -0.077 -0.628
C -5.890420 -0.976524 0.013481 0.298 -0.517 0.070 0.731
C -6.942020 -1.895024 -0.110519 0.114 0.207 0.032 -0.729
C -6.718220 -3.247224 0.006481 0.134 0.164 -0.012 -0.515
C -5.435320 -3.732424 0.261581 0.132 -0.036 -0.001 -0.794
C -4.387720 -2.848424 0.374681 -0.134 -0.064 -0.009 -0.802
C -4.584920 -1.468824 0.239681 -0.162 -0.059 -0.009 -0.166
C -3.420720 -0.593824 0.294981 -0.808 1.100 -0.497 1.058
O -2.256420 -1.128024 0.437881 1.456 -0.025 0.093 -0.610
N -3.612020 0.697676 0.180281 -0.894 -0.632 0.601 -0.712
N -2.536020 1.481176 0.108981 1.964 -0.720 -0.012 0.054
C -2.734520 2.754276 0.106581 -0.270 0.557 0.121 -0.570
S -4.351420 3.422976 0.245281 0.331 -0.044 -0.144 -0.066
C -3.838120 5.115076 -0.198519 -0.093 -0.317 -0.107 -0.778
C -2.463720 5.332476 0.384881 0.240 -0.232 0.072 -0.558
S -1.435220 3.884176 -0.054019 -0.254 0.149 0.029 0.413
H -5.375620 0.858876 0.002181 -0.031 -0.266 -0.017 0.546
H -7.927920 -1.499724 -0.294919 -0.122 0.028 -0.027 0.474
H -7.540820 -3.935724 -0.100619 -0.125 -0.066 0.016 0.423
H -5.270820 -4.792524 0.372481 0.026 -0.114 0.027 0.519
H -3.386920 -3.194724 0.582881 0.060 -0.077 -0.005 0.460
H -4.568420 5.805276 0.221581 -0.011 -0.026 0.004 0.457
H -3.844520 5.192076 -1.287419 0.017 0.082 0.103 0.328
H -2.493820 5.388876 1.474381 -0.007 0.038 -0.036 0.217
H -1.976520 6.216876 -0.019119 0.053 0.008 -0.032 0.505
Ge -0.753320 -0.144024 2.589881 -0.090 0.780 1.792 0.982
C -1.538820 1.570876 3.188181 0.537 -0.627 -0.340 -0.056
C -2.770920 1.599576 3.832581 -0.024 -0.267 -0.024 -0.697
C -3.241320 2.781976 4.377481 -0.107 0.001 -0.005 -0.776
C -2.496020 3.945176 4.258581 -0.018 0.042 0.001 -0.419
C -1.279620 3.929576 3.592581 0.017 0.061 -0.037 -0.551
C -0.807920 2.746876 3.051981 0.199 -0.098 0.001 0.266
C 1.075580 -0.447224 3.307081 -0.593 0.198 -0.653 0.320
C 2.136380 -0.935724 2.563481 -0.068 -0.064 -0.289 -0.076
C 3.366480 -1.152224 3.161281 -0.009 -0.039 -0.045 -0.292
C 3.526780 -0.894024 4.512081 0.053 0.004 0.044 -0.823
C 2.463680 -0.415624 5.261381 0.034 0.004 0.126 -0.757
C 1.239780 -0.180624 4.660681 -0.264 0.061 -0.060 -0.657
H -1.696320 -1.240024 3.095181 -0.016 -0.127 -0.341 -0.091
H -3.346620 0.687776 3.929181 -0.088 -0.010 0.054 0.486
H -4.184320 2.792376 4.903081 -0.080 0.017 0.023 0.450
H -2.864520 4.864876 4.687481 -0.025 0.079 0.070 0.466
H -0.694220 4.834276 3.503781 0.028 0.079 0.002 0.467
H 0.140980 2.723476 2.531781 0.079 0.062 0.024 0.075
H 1.995880 -1.136624 1.508581 0.126 -0.012 0.001 -0.125
H 4.193080 -1.523624 2.572581 0.076 -0.057 -0.033 0.595
H 4.479680 -1.069824 4.985381 0.113 -0.023 0.066 0.437
H 2.582780 -0.225024 6.317281 0.041 0.031 0.075 0.440
H 0.410880 0.203076 5.241381 0.004 0.048 0.130 0.466
C -1.001220 -4.868224 0.575081 0.085 -0.181 -0.057 -0.676
C -1.151720 -5.935624 -0.503319 -0.203 0.169 0.060 -0.579
C -2.159220 -5.567924 -1.595419 0.380 -0.054 -0.071 -0.377
C -1.595020 -4.675524 -2.705319 -0.107 -0.648 0.016 -0.902
N -1.492820 -3.276324 -2.314019 0.026 0.221 -0.008 0.036
C -0.498320 -2.410224 -2.193419 -0.097 0.221 -0.185 0.745
S -0.990820 -0.736224 -2.207819 0.180 0.144 0.512 -0.523
N 0.808780 -2.621724 -2.155019 0.109 0.054 -0.046 0.466
C 1.617680 -3.828924 -2.141419 0.023 -0.440 0.288 -0.392
C 2.294280 -4.039824 -0.781419 0.264 -0.045 -0.130 -0.394
C 3.705780 -3.465724 -0.696619 -0.134 0.102 0.070 -1.315
C 3.791080 -1.959724 -0.932719 -0.006 -0.255 0.109 0.030
H -0.211420 -5.143924 1.268881 0.086 0.041 0.126 0.456
H -1.923220 -4.783224 1.144781 -0.099 0.077 0.083 0.497
H -0.766920 -3.889924 0.157781 0.021 0.131 0.015 -0.270
H -1.484220 -6.858424 -0.026619 0.079 -0.039 -0.013 0.474
H -0.182520 -6.150224 -0.957219 0.075 -0.102 -0.050 0.237
H -3.026820 -5.080224 -1.148319 -0.157 -0.015 -0.033 0.002
H -2.508020 -6.483324 -2.073919 -0.080 0.026 -0.060 0.457
H -2.276820 -4.707224 -3.560419 0.129 0.069 0.024 0.368
H -0.635420 -5.055924 -3.045219 -0.114 0.072 -0.070 0.578
H -2.402420 -2.839524 -2.209819 0.198 0.113 0.000 0.229
H 1.355480 -1.774624 -2.028419 -0.337 -0.073 -0.203 -0.817
H 2.376880 -3.725824 -2.921719 -0.102 -0.078 -0.045 0.510
H 1.000180 -4.686324 -2.385919 0.091 0.106 -0.011 -0.163
H 2.353980 -5.109924 -0.589919 -0.058 -0.094 0.061 0.442
H 1.672680 -3.605124 0.003181 -0.108 -0.030 0.041 0.092
H 4.342880 -3.972424 -1.422519 0.092 -0.096 0.048 0.414
H 4.095180 -3.695324 0.295181 0.091 -0.052 0.008 0.385
H 3.733980 -1.725524 -1.994919 -0.062 0.091 -0.125 0.272
H 4.741480 -1.576924 -0.567419 0.056 0.149 -0.054 0.416
H 2.993980 -1.430524 -0.404819 -0.016 0.100 0.026 -0.271
O 1.217880 0.931476 0.052381 -1.025 -0.664 0.644 1.457
As 2.068080 1.832376 -1.083719 0.642 0.576 -0.900 0.939
C 3.939780 1.487376 -0.723919 -0.418 0.060 -0.093 0.551
C 4.918080 1.578676 -1.706819 -0.256 0.047 -0.164 -0.496
C 6.245180 1.385176 -1.359019 0.021 -0.013 -0.047 -0.841
C 6.590780 1.127976 -0.041719 0.025 0.006 0.013 -0.645
C 5.615280 1.072476 0.941781 0.020 -0.021 -0.015 -0.899
C 4.287680 1.256076 0.601881 -0.441 -0.042 0.147 -0.225
C 1.505280 1.389976 -2.884819 0.253 0.232 0.476 0.625
C 0.340280 1.953076 -3.389919 0.018 0.319 0.118 -0.359
C -0.075020 1.628076 -4.671219 -0.060 0.064 0.089 -0.699
C 0.652980 0.724776 -5.430119 -0.032 -0.009 0.036 -0.753
C 1.787380 0.127276 -4.905319 0.026 -0.079 0.036 -0.891
C 2.216480 0.460476 -3.631119 0.344 0.029 0.241 -0.350
C 1.771580 3.690976 -0.661719 0.067 -0.299 -0.142 0.257
C 1.511680 4.656376 -1.621519 0.061 -0.184 -0.188 -0.226
C 1.264580 5.960176 -1.220119 -0.024 0.024 -0.149 -0.942
C 1.298580 6.294876 0.124281 -0.055 0.035 -0.016 -0.688
C 1.601280 5.334576 1.077481 0.050 -0.090 0.065 -0.658
C 1.842880 4.031176 0.682581 0.105 -0.304 0.158 -0.331
H 4.647880 1.811276 -2.730519 0.078 -0.044 -0.009 0.486
H 7.011980 1.435076 -2.116219 0.056 0.040 -0.082 0.474
H 7.626980 0.984576 0.223581 0.096 -0.021 0.003 0.435
H 5.890780 0.883776 1.968581 -0.009 0.012 0.090 0.496
H 3.509380 1.212176 1.358481 0.131 -0.091 0.005 0.280
H -0.234820 2.644476 -2.780119 -0.033 0.011 -0.112 0.323
H -0.969520 2.076776 -5.076819 -0.062 0.033 -0.013 0.479
H 0.334180 0.483676 -6.432319 -0.045 -0.026 -0.088 0.427
H 2.344780 -0.588224 -5.491219 0.057 -0.035 -0.049 0.508
H 3.118180 0.021876 -3.214919 -0.038 -0.026 -0.138 0.141
H 1.510680 4.388376 -2.671419 -0.080 0.109 -0.004 0.511
H 1.048480 6.714676 -1.961719 0.015 0.067 -0.052 0.472
H 1.104780 7.312476 0.428281 0.004 0.100 0.026 0.476
H 1.655680 5.602476 2.121981 0.027 0.019 0.086 0.484
H 2.089380 3.262976 1.410581 -0.065 0.147 0.046 0.272

---

[2]
20
Properties=species:S:1:pos:R:3:forces:R:3:mulliken_charge:R:1 method="wB97M-V/def2-TZVPD" gap_ha=0.37883 de_lowest_ev=2.478 total_energy_ha=-382.411462 max_force_ha_per_bohr=0.027 smiles="C=NCC[C@H](N)CO"
C -0.429003 -1.837880 1.046202 0.872 -1.089 -0.218 -0.791
O -0.354532 -2.987313 0.191390 -0.055 0.151 -0.391 -0.537
C -0.566999 -0.496952 0.326655 -0.448 -0.047 1.218 0.442
C 0.479074 0.493165 0.814589 0.450 0.331 -0.661 -1.095
C 0.684335 1.645366 -0.191717 -0.503 0.507 0.945 -0.550
C 1.564342 1.343230 -2.326309 0.746 -0.255 -0.564 -0.302
N 1.765720 1.329940 -1.087752 -0.120 -0.029 -0.025 -0.433
N -1.909420 0.095743 0.488716 0.599 0.049 -0.728 -0.590
H 0.500574 -1.890803 1.599450 0.428 0.148 -0.039 0.274
H -1.155644 -2.065439 1.799034 -1.024 0.468 0.423 0.376
H -1.124872 -3.031375 -0.390351 0.103 0.120 0.221 0.297
H -0.363852 -0.703715 -0.713122 -0.038 -0.018 -0.581 0.248
H 1.451670 0.006767 0.902104 -0.047 -0.120 0.030 0.449
H 0.245131 0.883518 1.805660 -0.253 -0.028 0.063 0.431
H -0.269736 1.903199 -0.666770 0.010 -0.223 -0.344 0.364
H 0.945503 2.547548 0.373477 0.306 -0.113 -0.101 0.374
H 0.656382 1.592614 -2.863464 -0.624 0.158 0.302 0.272
H 2.390443 1.072932 -2.984268 0.080 0.028 0.086 0.267
H -1.911290 0.730035 1.273083 -0.236 -0.152 0.194 0.251
H -2.597832 -0.630583 0.603397 -0.246 0.114 0.168 0.255

---

[3]
59
Properties=species:S:1:pos:R:3:forces:R:3:mulliken_charge:R:1 method="wB97M-V/def2-TZVPD" charge=+1 gap_ha=0.22301 de_lowest_ev=0.000 total_energy_ha=-5215.800126 max_force_ha_per_bohr=0.096
Sc 11.174532 11.427420 4.642678 -0.228 -1.565 -0.106 0.186
Cl 7.526435 5.560118 4.280897 -0.149 -0.620 0.149 -0.196
C 7.913104 7.176437 4.665957 -0.173 0.541 -0.076 0.215
C 9.255528 7.504299 4.800992 0.791 0.465 0.006 -0.962
C 9.645312 8.863761 4.823028 -1.039 -1.689 0.207 0.418
N 10.994340 9.285353 4.717248 -0.412 2.124 -0.365 0.282
C 12.131803 8.537503 4.656089 -1.985 -2.104 1.267 0.267
O 12.243893 7.346487 4.981427 0.065 1.242 -0.659 -0.718
C 13.331871 9.292463 4.269829 0.807 1.021 -0.714 0.523
C 14.543945 8.612135 4.141890 -0.056 -0.362 0.022 -0.519
C 15.701828 9.378418 4.080006 -0.395 -0.645 -0.444 -0.379
C 15.555427 10.764081 3.986304 2.901 1.176 0.360 -0.564
C 14.330786 11.351443 3.795004 -0.656 -1.830 0.201 -0.504
N 13.206385 10.630916 4.003402 0.220 -0.855 0.147 -0.018
C 8.587616 9.815030 4.846402 0.085 -0.653 0.144 0.127
C 7.210645 9.459127 4.923932 0.966 1.779 -0.819 -0.820
C 6.877855 8.146238 4.735432 0.328 -1.017 0.578 0.149
Cl 5.213630 7.649454 4.744802 0.350 0.197 -0.144 -0.181
N 9.042127 11.114647 4.682647 1.945 1.569 0.194 -0.036
C 8.351668 12.263352 4.863217 -3.233 -2.250 0.904 0.125
O 7.171125 12.361226 5.277718 1.988 0.223 -0.697 -0.755
C 9.070742 13.458254 4.486793 3.029 3.870 0.460 0.417
C 8.492714 14.721780 4.572997 -1.806 -1.212 -0.301 -0.253
C 9.102488 15.887894 4.116226 -0.370 -0.381 0.888 -0.464
C 10.469096 15.834573 3.903086 1.678 -0.176 -0.424 -0.635
C 11.141955 14.571980 3.979504 -1.502 0.432 0.185 -0.155
N 10.443072 13.453206 4.275133 -0.560 -0.366 -0.843 -0.049
H 10.064557 6.750007 4.855433 -0.917 0.382 -0.275 0.560
H 14.551605 7.496998 4.102061 -0.100 1.177 0.345 0.444
H 16.654241 8.823718 3.984127 -0.418 0.883 0.365 0.441
H 16.481497 11.431869 4.099777 -1.458 -1.068 -0.751 0.346
H 14.198378 12.287874 3.318597 0.081 1.171 0.254 0.654
H 6.507063 10.329038 4.920108 0.471 -1.311 0.208 0.465
H 7.461334 14.663106 4.958112 0.395 0.465 -0.532 0.480
H 8.445213 16.774718 4.047135 0.978 -0.320 0.061 0.435
H 11.065837 16.752685 3.714660 -0.550 -0.851 -0.113 0.394
H 12.217106 14.400706 3.758755 -0.822 0.568 0.342 0.421
C 11.216568 14.341353 7.929156 0.884 1.502 -1.303 -1.115
C 11.347230 12.982840 8.491185 -0.560 -1.195 0.857 -0.635
As 12.189775 11.661682 7.243213 -0.004 -0.019 2.801 0.817
C 11.706385 10.086070 8.414900 -1.055 0.664 -0.586 -0.606
C 12.830064 9.117548 8.591004 0.068 -1.017 0.061 -1.011
C 14.068989 12.004761 7.801059 0.801 0.021 -1.666 -0.598
C 14.669433 13.168792 6.966222 1.506 0.179 0.741 -1.190
H 11.391944 15.121820 8.653995 -0.435 0.207 0.463 0.349
H 10.318536 14.561438 7.362863 -0.367 -0.147 0.111 0.246
H 12.036770 14.528896 7.224990 -0.018 0.026 -0.129 0.198
H 10.352937 12.533022 8.729627 0.739 0.359 0.002 0.509
H 11.931784 13.065562 9.452354 -0.399 -0.695 -1.049 0.428
H 10.865078 9.616192 7.887833 0.093 0.111 0.178 0.317
H 11.323467 10.481291 9.368139 0.141 0.002 -0.422 0.565
H 12.461910 8.060441 8.537926 0.273 0.842 0.903 0.363
H 13.445448 9.385592 9.480517 -0.298 -0.648 -0.783 0.292
H 13.396432 9.142456 7.681664 1.030 0.058 -0.355 0.116
H 14.718147 11.128227 7.533924 -0.885 0.458 0.737 0.356
H 14.098612 12.265641 8.876334 -0.051 -0.496 -0.606 0.533
H 14.482267 13.199874 5.914113 -0.768 -0.536 -0.816 0.212
H 15.803149 13.104941 6.944900 -1.217 0.301 0.611 0.334
H 14.342987 14.145398 7.322437 0.272 0.015 0.229 0.382

---

[4]
29
Properties=species:S:1:pos:R:3:forces:R:3:mulliken_charge:R:1 method="wB97M-V/def2-TZVPD" charge=+2 gap_ha=0.30496 de_lowest_ev=0.000 total_energy_ha=-1520.446535 max_force_ha_per_bohr=0.108
Cl -3.434992 -0.429190 0.022080 0.365 0.267 -0.061 -0.315
C -0.204351 -2.670196 0.425823 0.805 0.094 -0.665 -0.654
C 0.854672 -1.747832 0.097250 -0.006 -1.012 -1.071 -0.464
C 0.523916 -1.161377 -1.179925 0.314 -0.994 0.245 -0.493
H 1.834230 -1.680923 0.580601 -0.660 0.240 0.100 0.495
C -0.696044 -1.752318 -1.657598 0.391 -0.723 0.476 0.845
C -1.169146 -2.638197 -0.633090 0.672 -0.245 -0.846 -0.599
H -2.047304 -3.283109 -0.743943 0.311 0.437 0.275 0.472
H -0.178959 -3.398638 1.239070 -0.196 0.511 -0.036 0.563
H 1.162008 -0.509610 -1.774287 -0.145 -0.119 0.213 0.669
C -1.276250 -1.578208 -3.023915 -0.493 0.294 -0.168 -1.316
Hf -1.097849 -0.444487 0.379193 -1.784 0.194 1.607 1.596
C -1.094727 1.391206 -1.009272 -0.821 4.693 -2.805 0.033
O -1.168695 2.435074 -1.495379 0.326 -4.183 1.772 -0.154
C -2.046907 -0.145556 2.743542 -1.553 1.748 3.547 0.215
O -2.500675 0.353025 3.675058 1.645 -1.984 -3.451 -0.103
H -1.063481 -0.579631 -3.423183 -0.009 -0.195 -0.007 0.298
H -2.364936 -1.709503 -3.004380 0.234 0.005 -0.053 0.381
H -0.865286 -2.312691 -3.738497 -0.030 0.216 0.455 0.345
C 1.717534 2.474495 2.596213 0.442 0.575 0.133 -0.913
S 0.685400 2.415404 1.134074 0.461 -1.355 0.678 0.498
C 1.951101 2.167108 -0.113048 0.314 0.103 0.167 -0.862
O 0.120367 0.921185 1.301102 0.175 1.408 -0.217 -0.753
H 2.030546 3.524885 2.752325 -0.182 -0.471 -0.065 0.425
H 2.600453 1.841589 2.433824 -0.344 0.127 0.117 0.338
H 1.128068 2.129423 3.454715 0.043 0.161 -0.311 0.385
H 2.635295 1.384083 0.246777 -0.258 0.251 -0.183 0.342
H 1.476384 1.884238 -1.057071 0.146 0.188 0.195 0.264
H 2.489627 3.119750 -0.228059 -0.163 -0.231 -0.037 0.462